(1)
32
Properties=species:S:1:pos:R:3:forces:R:3 method="wB97M-V/def2-TZVPD" total_energy_ev=-28004.3173 orbital_gap_ev=9.08 charge=+1 homo_ev=-11.694 lumo_energy_ev=-2.61 de_lowest_kcal_mol=0.0 molar_mass_da=225.2
C -0.047678 3.395947 -2.698902 0.231 -0.088 0.488
C 1.075684 -3.199797 -0.743200 -0.259 -0.019 0.027
C -1.869899 3.026305 1.513446 -0.287 0.263 0.346
C -0.026479 -0.358906 2.914023 0.345 -0.409 0.419
C 0.031117 -2.091778 -0.693104 0.275 -0.038 -0.090
C 0.592603 -0.769960 -1.230046 -0.104 -0.005 -0.038
C -0.267931 0.452231 -1.029974 -0.041 -0.451 2.023
N 0.914023 3.959390 -2.302345 0.684 0.285 0.425
N -1.621472 0.321433 -1.687430 0.166 0.402 -0.145
O -0.988085 2.741534 -2.883639 -1.048 -0.346 -0.716
O 1.016363 1.663689 1.004537 -0.052 -0.481 0.476
O -1.479267 2.158714 0.442320 0.180 -0.520 -0.125
O -0.834193 0.425769 2.043717 0.028 0.431 -1.415
P -0.381250 1.028486 0.621782 -0.449 0.999 -0.775
H 0.657849 -4.135793 -0.379000 0.054 -0.086 -0.018
H 1.422845 -3.351850 -1.762364 0.074 -0.066 -0.081
H 1.933188 -2.947827 -0.122943 0.102 0.018 0.032
H -1.026111 3.245373 2.167688 -0.013 0.013 -0.070
H -2.668476 2.562831 2.091998 0.059 0.027 -0.034
H -2.228966 3.942540 1.046653 0.049 -0.091 0.086
H 0.988489 0.032568 2.967850 -0.038 0.033 -0.003
H -0.004548 -1.400604 2.586032 -0.030 0.097 0.010
H -0.496473 -0.299045 3.895076 0.084 -0.038 -0.103
H -0.845585 -2.410004 -1.268530 -0.072 0.030 0.063
H -0.293122 -1.939320 0.341197 -0.100 -0.022 -0.031
H 0.818801 -0.872197 -2.295731 0.181 -0.032 -0.015
H 1.542278 -0.575575 -0.723044 0.091 -0.021 -0.137
H 1.503134 2.014480 0.254505 0.082 0.108 -0.344
H 1.565397 4.654129 -2.587796 0.086 0.240 -0.278
H -2.386644 0.411862 -1.012730 -0.009 -0.117 -0.353
H -1.693229 1.111717 -2.355875 -0.101 -0.393 0.177
H -1.690113 -0.574237 -2.184948 -0.167 0.276 0.202


(2)
11
Properties=species:S:1:pos:R:3:forces:R:3 method="wB97M-V/def2-TZVPD" total_energy_ev=-7761.9867 orbital_gap_ev="6.57 / 7.94" homo_ev="-8.982 / -9.862" lumo_energy_ev="-2.41 / -1.92" de_lowest_kcal_mol=104.7 molar_mass_da=83.1
C -1.031786 -0.690029 0.598204 0.017 0.020 -0.035
C 0.286515 -0.064744 0.639393 -0.098 -0.195 0.184
C 1.071593 0.058103 -0.615835 -0.079 0.519 0.429
O 0.896914 -0.961726 -1.385808 0.024 -0.160 -0.181
C 0.337407 1.396599 -0.969727 -0.509 0.785 -0.537
N -0.330070 2.302787 -1.255220 0.675 -0.784 0.341
H -1.703885 -0.220518 1.323716 0.078 -0.084 -0.078
H -1.414588 -0.682863 -0.427349 0.032 -0.041 0.151
H -0.933648 -1.747230 0.887670 0.030 0.081 -0.003
H 0.708451 0.219664 1.608594 -0.038 0.021 -0.197
H 2.113097 0.389952 -0.403636 -0.132 -0.161 -0.074


(3)
27
Properties=species:S:1:pos:R:3:forces:R:3 method="wB97M-V/def2-TZVPD" total_energy_ev=-16523.9009 orbital_gap_ev=8.24 homo_ev=-8.052 lumo_energy_ev=0.19 de_lowest_kcal_mol=119.0 molar_mass_da=182.2
C 1.822592 1.446150 -2.349016 -0.790 -2.938 3.844
C 3.488645 -0.841403 -1.659707 0.554 -0.133 -0.260
C 1.796418 -0.475004 0.369526 -0.978 -1.692 1.342
C 2.416530 -1.877838 0.167441 -1.338 1.120 1.417
C -0.572838 1.303693 0.885400 -1.092 3.192 0.008
C -1.357343 0.450064 -1.282543 -0.714 -3.173 0.284
C -0.953811 -0.991465 0.740241 -0.006 -0.062 -2.043
C -0.427996 0.176496 -0.095637 -2.350 0.413 0.469
N 2.332897 0.519102 -3.193795 0.563 -0.122 -2.154
N 2.908859 -0.457750 -2.621237 -1.468 0.557 0.589
N 1.281559 1.233184 -1.163439 0.572 2.015 -1.631
N 0.873523 -0.033838 -0.662088 1.432 -0.668 -0.464
O 3.508083 -1.639693 -0.678703 2.715 -1.383 -0.224
H 1.956636 2.454611 -2.573282 -0.049 1.583 -0.746
H 1.322520 -0.487358 1.389311 0.633 0.431 -0.944
H 2.634716 0.156973 0.326837 0.953 1.156 0.645
H 2.856647 -2.208590 1.171904 -0.650 0.067 -1.679
H 1.720664 -2.569454 -0.310620 0.084 -0.202 0.318
H -0.229184 2.361340 0.433633 -0.505 -2.478 1.490
H -1.690172 1.383182 1.103194 1.262 0.142 -0.468
H -0.213966 1.011539 1.887196 0.629 0.739 -0.438
H -1.204800 -0.372107 -2.054550 -0.620 0.827 0.951
H -1.040710 1.301287 -1.725373 1.125 2.800 -1.547
H -2.408353 0.652633 -1.023719 0.300 -0.628 0.086
H -2.006526 -0.808990 0.755046 -0.755 0.123 0.694
H -0.905964 -1.843339 0.076860 0.544 -1.046 0.510
H -0.524493 -1.018271 1.734254 -0.050 -0.641 -0.050


(4)
18
Properties=species:S:1:pos:R:3:forces:R:3 method="wB97M-V/def2-TZVPD" total_energy_ev=-10921.9843 orbital_gap_ev=10.50 homo_ev=-9.574 lumo_energy_ev=0.93 smiles="CCC(N)=O.O.O" de_lowest_kcal_mol=23.6 molar_mass_da=109.1
C -0.710623 1.137120 3.318465 0.270 -0.586 -0.897
C -0.554688 0.681360 1.833177 -1.115 0.222 1.517
C -1.657248 1.055985 0.867799 0.446 0.264 -0.665
N -2.584097 2.006571 1.190926 0.591 -0.317 0.429
O -1.635378 0.573937 -0.247297 -0.040 0.045 -0.191
H 0.141394 1.741397 3.623174 -0.447 0.483 0.081
H -0.649265 0.242804 3.911289 -0.036 -0.357 0.501
H -1.696001 1.555837 3.514508 0.336 0.405 0.239
H 0.389140 1.034822 1.441398 0.080 -0.142 -0.374
H -0.602193 -0.396544 1.857289 0.489 -0.360 -0.396
H -2.853121 2.187010 2.141142 0.022 0.332 -0.251
H -3.057825 2.399315 0.404551 -0.606 0.010 0.002
O 1.187993 -5.330226 -4.469123 0.018 -0.072 0.003
H 1.775675 -4.748689 -4.958034 0.042 0.047 -0.010
H 0.305988 -4.995191 -4.649441 -0.059 0.027 0.014
O 3.746558 0.223746 -3.115440 -0.755 -0.042 0.208
H 4.555717 -0.186100 -2.807926 0.285 0.245 -0.357
H 3.897973 0.816844 -3.856456 0.478 -0.204 0.145


(5)
37
Properties=species:S:1:pos:R:3:forces:R:3 method="wB97M-V/def2-TZVPD" total_energy_ev=-23972.8497 orbital_gap_ev=9.50 homo_ev=-9.471 lumo_energy_ev=0.03 smiles="C=CCO.O.O.O.O.O.O.O.O.O" de_lowest_kcal_mol=35.4 molar_mass_da=220.2
C 1.069527 -1.427738 1.403002 2.064 -0.893 -0.679
C 0.088864 -1.003735 0.639177 -2.644 -0.600 0.968
C -1.151802 -0.198711 1.158112 3.688 -2.749 3.039
O -0.728902 1.074851 1.147249 0.254 5.202 0.022
H 1.882459 -2.104677 1.033500 -0.925 0.693 -0.042
H 1.313210 -1.137478 2.407723 -0.670 0.272 0.534
H -0.087759 -1.366061 -0.348127 0.470 -0.335 -0.755
H -2.025042 -0.388956 0.645237 -1.920 -0.477 -1.250
H -1.303462 -0.451543 2.308375 0.082 0.293 -2.385
H -0.482749 1.536281 0.311657 -0.387 -1.265 0.428
O 1.839024 1.522373 -0.755196 -2.558 0.761 -3.087
H 1.992326 1.031870 -0.012779 0.093 -2.342 3.397
H 2.626176 1.985845 -0.782680 2.494 1.957 -0.365
O 0.506220 2.429945 3.174613 -1.007 -0.037 -2.498
H -0.328523 2.185787 2.651625 1.546 0.098 1.161
H 0.382464 2.366947 4.096770 -0.603 -0.193 1.460
O 1.294373 0.276118 -3.027514 -2.611 -3.091 -2.237
H 1.763606 0.788221 -2.394025 -0.119 0.070 1.943
H 0.623344 -0.440689 -2.689444 2.580 2.524 -0.170
O -1.085378 1.419081 -2.563912 1.763 -3.939 1.387
H -1.572584 2.141186 -2.711901 -3.133 4.413 -0.697
H -0.482080 1.369373 -3.290199 1.324 -0.228 -0.572
O 2.701022 1.848284 1.773303 1.512 -2.130 -1.054
H 1.910383 1.822985 2.274289 -1.619 1.004 1.228
H 3.100209 2.684581 1.652218 0.084 1.330 0.308
O -3.847209 -1.732139 -0.727102 0.378 1.346 -0.079
H -3.827246 -2.392061 -1.423551 -0.167 -0.289 0.102
H -3.372487 -0.967059 -1.212773 -0.996 -1.632 0.946
O 4.001955 -0.395178 1.024472 0.382 1.850 2.700
H 3.556555 -0.746796 0.306201 -1.277 -1.213 -2.217
H 3.343531 0.239640 1.446724 1.396 -0.791 -0.625
O -1.970742 -3.248484 0.735820 0.739 -1.171 -0.320
H -1.632664 -3.976915 0.155755 -0.595 1.266 0.667
H -2.419860 -2.584660 0.190724 -0.306 -0.316 -0.226
O -2.529814 -0.855174 -2.559483 -2.081 -3.367 -0.541
H -3.114051 -1.192068 -3.285301 1.165 1.033 0.745
H -2.032894 -0.113245 -2.752558 1.603 2.945 -1.238


(6)
11
Properties=species:S:1:pos:R:3:forces:R:3 method="wB97M-V/def2-TZVPD" total_energy_ev=-7197.5556 orbital_gap_ev=11.18 homo_ev=-10.270 lumo_energy_ev=0.91 smiles="NC=O.C=N" de_lowest_kcal_mol=51.5 molar_mass_da=74.1
N 2.227069 1.314461 0.958918 0.333 -0.072 0.411
C 2.042641 0.283992 0.026550 0.718 1.210 0.179
O 1.571284 0.490339 -1.063075 -0.454 -0.749 0.552
H 3.074697 1.505988 1.472553 -0.046 -0.897 -0.038
H 1.485560 1.897195 1.271252 -0.634 0.482 -0.591
H 2.417289 -0.687354 0.399367 0.051 0.008 -0.501
C -2.873906 -0.924878 -0.876922 0.705 0.905 0.873
N -2.455671 -1.187591 0.295713 -0.180 0.039 -0.571
H -3.887991 -0.568225 -1.006481 -0.301 -0.437 -0.226
H -2.152386 -0.813395 -1.683876 -0.319 -0.161 -0.454
H -1.448585 -1.310531 0.206003 0.128 -0.329 0.367